Molecular formula: C6H14N2
Method: DFT, the ωB97M-V functional and the def2-TZVPD basis

```
22
C6H14N2 (the ωB97M-V functional and the def2-TZVPD basis)
C -1.3887 0.0689 -3.1529
C -0.0054 -0.3286 -2.7153
N 0.3958 0.5350 -1.5867
C 0.6444 0.1013 -0.3193
C 0.8955 0.8186 0.7580
C 1.1980 0.1154 2.0555
C 0.0708 -0.8453 2.5077
N -1.3423 -0.4105 2.6637
H -2.1681 -0.2155 -2.3907
H -1.6057 -0.1243 -4.2343
H -1.6446 1.1453 -3.0670
H 0.8104 0.0389 -3.6066
H -0.1160 -1.4204 -2.7675
H 0.4985 1.5575 -1.9236
H 0.7088 -1.0819 -0.3267
H 0.9365 1.8809 0.7406
H 2.2094 -0.3362 1.9422
H 1.2281 1.0203 2.9704
H -0.0303 -1.8152 1.8544
H 0.3366 -1.1594 3.5949
H -1.3973 0.4258 3.1444
H -1.6290 -0.3696 1.7279
```

Output
* net charge: 0
* total energy: -346.399796 hartree
* HOMO level: -7.542 eV
* SMILES: CCN/C=C/CCN